Here is a 2-piece molecular cluster, C2H10NO overall from OMol25. Energies are from ωB97M-V with the def2-TZVPD basis set.

Geometry as XYZ:
```
14
Properties=species:S:1:pos:R:3:forces:R:3
C -1.732 0.887 -0.584 -0.44 0.20 -0.62
C -0.808 0.750 0.603 0.23 0.30 -1.38
N 0.113 -0.444 0.459 -0.29 0.77 0.18
H -2.145 1.896 -0.628 0.15 0.00 0.11
H -1.346 0.665 -1.583 0.67 0.21 0.26
H -2.578 0.238 -0.521 -0.66 -0.55 0.38
H -0.146 1.610 0.647 0.05 0.06 0.26
H -1.387 0.656 1.502 0.06 -0.13 0.56
H 0.831 -0.335 1.174 0.14 -0.54 -0.02
H 0.596 -0.451 -0.448 0.07 -0.13 0.15
H -0.396 -1.316 0.571 0.10 -0.22 0.05
H 3.457 -0.839 -0.774 0.20 -0.21 0.14
H 2.860 -1.940 0.173 0.48 0.05 -0.22
O 2.681 -1.377 -0.588 -0.75 0.20 0.13
```
Positions in Å, forces in eV/Å.

LUMO energy: -0.13314 Eh
HOMO level: -16.11 eV
relative energy (zero: lowest compared OMol25 entry of this formula, charge and spin): 0.319 eV
orbital gap: 0.459 Eh
total charge: +1


Here is C36H32BaN3O5S5 as an isolated structure from OMol25. Energies are from ωB97M-V with the def2-TZVPD basis set.

Geometry as XYZ:
```
82
Properties=species:S:1:pos:R:3:forces:R:3
Ba -0.139 0.498 -0.257 0.05 0.34 -0.43
C -3.555 0.027 -0.055 0.02 0.00 0.00
N -2.887 0.852 -1.058 -0.03 -0.03 -0.04
C -3.196 0.369 -2.416 0.01 0.01 0.01
C -2.759 -1.064 -2.731 -0.01 -0.01 0.00
N -1.303 -1.306 -2.712 0.01 -0.02 -0.02
C -0.671 -0.455 -3.722 0.01 -0.02 0.01
C -0.929 -2.688 -2.805 -0.01 0.04 0.00
C -0.018 -3.084 -3.793 -0.01 0.01 0.01
C 0.440 -4.390 -3.924 0.00 -0.01 0.01
C -0.051 -5.368 -3.078 0.01 0.01 -0.02
C -0.955 -5.003 -2.098 -0.03 0.00 -0.01
C -1.401 -3.686 -1.896 0.02 -0.01 0.02
S -2.414 -3.416 -0.499 0.01 -0.03 0.00
C -3.132 2.272 -0.922 -0.01 0.00 -0.01
C -4.239 2.723 -0.202 0.01 0.00 -0.01
C -4.489 4.073 -0.014 -0.01 -0.01 0.01
C -3.619 5.001 -0.565 0.00 0.02 -0.01
C -2.524 4.569 -1.289 -0.04 -0.04 0.04
C -2.238 3.209 -1.495 0.05 0.01 -0.06
S -0.816 2.795 -2.438 -0.01 -0.12 0.22
H -4.642 -0.035 -0.213 0.00 -0.01 0.00
H -3.374 0.436 0.941 0.00 0.00 0.00
H -3.153 -0.985 -0.093 -0.01 0.00 0.00
H -2.764 1.084 -3.114 -0.01 0.00 -0.01
H -4.289 0.390 -2.562 0.00 0.00 0.01
H -3.145 -1.286 -3.740 0.00 0.01 -0.01
H -3.227 -1.767 -2.046 -0.01 0.01 -0.01
H -0.993 -0.723 -4.740 0.00 -0.01 0.00
H 0.413 -0.522 -3.666 0.01 0.00 0.00
H -0.930 0.581 -3.532 0.01 0.00 -0.01
H 0.359 -2.361 -4.498 0.00 0.02 0.00
H 1.142 -4.629 -4.714 0.00 0.00 0.00
H 0.264 -6.401 -3.174 0.00 0.00 0.00
H -1.346 -5.749 -1.416 0.00 0.00 0.00
H -4.924 2.008 0.232 0.00 -0.01 0.00
H -5.352 4.388 0.559 0.00 0.00 0.00
H -3.787 6.063 -0.425 0.00 0.00 0.00
H -1.830 5.284 -1.713 -0.01 0.01 0.00
O -1.103 -3.277 2.659 -0.18 -0.01 -0.06
C -0.773 -2.458 1.647 0.24 0.03 0.14
O -1.136 -1.305 1.619 0.04 0.08 -0.03
C 0.249 -3.072 0.742 -0.02 -0.05 0.01
C 0.587 -4.423 0.865 -0.02 0.03 -0.01
C 1.567 -4.925 0.046 0.01 0.01 -0.01
C 2.188 -4.077 -0.867 0.01 -0.01 0.02
C 1.786 -2.756 -0.916 0.02 0.02 0.00
N 0.844 -2.254 -0.113 0.06 -0.09 0.09
C 2.372 -1.757 -1.881 -0.15 0.00 -0.09
O 3.289 -2.199 -2.753 0.01 0.00 0.00
O 2.046 -0.600 -1.905 -0.01 0.03 0.25
H -1.760 -2.799 3.185 0.01 0.00 0.01
H 0.058 -5.041 1.573 0.00 -0.01 0.00
H 1.849 -5.968 0.099 0.00 0.00 0.00
H 2.956 -4.480 -1.513 0.01 0.01 0.01
H 3.342 -3.161 -2.728 -0.03 0.00 -0.02
O 0.901 1.915 1.432 -0.03 -0.20 0.01
C 1.841 2.196 2.377 0.06 -0.05 0.06
C 2.295 0.890 3.048 0.00 -0.02 -0.03
C 3.510 0.272 3.056 0.00 0.06 0.05
C 3.485 -1.005 3.688 0.00 -0.01 0.01
C 2.246 -1.330 4.148 0.00 0.01 0.01
S 1.108 -0.094 3.815 0.00 0.00 -0.02
C 1.271 3.136 3.440 0.00 0.00 0.00
C 0.137 3.873 3.306 0.00 0.02 -0.01
C -0.153 4.661 4.456 0.00 0.00 0.00
C 0.766 4.501 5.445 0.02 0.00 0.01
S 1.988 3.388 4.987 -0.02 -0.02 0.00
C 3.053 2.855 1.716 -0.05 0.05 -0.16
C 3.850 3.895 2.087 0.07 -0.06 0.06
C 4.847 4.206 1.118 -0.01 0.02 0.02
C 4.776 3.402 0.024 0.03 -0.05 0.00
S 3.500 2.270 0.159 -0.07 0.05 0.03
H 4.393 0.718 2.622 0.01 0.00 -0.01
H 4.349 -1.647 3.792 0.00 0.00 0.00
H 1.942 -2.227 4.663 0.01 0.00 0.00
H -0.456 3.835 2.404 0.00 -0.01 0.00
H -1.013 5.311 4.540 0.00 0.00 0.00
H 0.789 4.964 6.418 -0.01 0.01 0.00
H 3.729 4.429 3.018 -0.01 0.00 0.00
H 5.567 5.005 1.229 0.00 0.00 -0.01
H 5.390 3.430 -0.862 0.00 0.00 0.00
```
Positions in Å, forces in eV/Å.

LUMO energy: 0.06672 Eh
HOMO level: -4.16 eV
relative energy (zero: lowest compared OMol25 entry of this formula, charge and spin): 0.503 eV
orbital gap: 0.220 Eh
total charge: -1


Here is a 2-piece molecular cluster, C2H2N2O2S overall from OMol25. Energies are from ωB97M-V with the def2-TZVPD basis set.

Geometry as XYZ:
```
9
Properties=species:S:1:pos:R:3:forces:R:3
C 0.582 0.263 -1.577 1.93 -0.71 1.27
C -1.253 0.948 0.224 -2.06 1.49 0.24
N -0.713 -1.182 1.834 0.63 -0.72 -0.55
N 1.452 -0.334 -1.023 -2.30 1.53 -2.52
O 2.300 -1.073 -0.658 0.28 -0.25 0.68
O -2.076 1.670 -0.133 0.39 -0.27 -1.12
S -0.506 0.373 1.593 1.71 -2.38 1.47
H 0.132 1.203 -1.880 0.34 -0.65 0.10
H 0.083 -1.868 1.620 -0.93 1.95 0.43
```
Positions in Å, forces in eV/Å.

LUMO energy (alpha / beta): -0.04525 / -0.04521 Eh
HOMO level (alpha / beta): -8.96 / -8.96 eV
relative energy (zero: lowest compared OMol25 entry of this formula, charge and spin): 6.323 eV
orbital gap (alpha / beta): 0.284 / 0.284 Eh


- The highest relative energy (zero: lowest compared OMol25 entry of this formula, charge and spin) belongs to which entry?
  C2H2N2O2S


- Which of these has the highest relative energy (zero: lowest compared OMol25 entry of this formula, charge and spin)?
  C2H2N2O2S


- What is the relative energy (zero: lowest compared OMol25 entry of this formula, charge and spin) in the second record?
  0.503 eV